The following is a DFT calculation (ωB97M-V/def2-TZVPD) of 2 unconnected molecules or ions with the total composition CH2NO4P in a non-equilibrium geometry.

Summary:
Orbital gap ... 7.259 eV
Energy relative to the best compared isomer or geometry (same formula, charge and spin) ... 139.94 kJ/mol
Total charge ... -2

Atoms and positions in Å:
1 C 1.328690 0.367233 0.347258
2 N 0.159022 0.840394 0.594323
3 O -2.410846 0.108084 0.924505
4 O -1.402085 0.815715 -1.398745
5 O 1.851301 -0.772050 0.237305
6 O -0.795756 -1.473831 -0.299485
7 P -1.253784 0.221888 -0.045408
8 H 0.174641 -1.495323 -0.592270
9 H 2.348817 1.387890 0.232517

Cartesian forces (eV/Å) of the 2 atoms listed first:
C 2.063 1.171 0.387
N 0.577 0.319 -0.099

---

The following is a DFT calculation (ωB97M-V/def2-TZVPD) of a molecular structure, C9H13LaO5P in a non-equilibrium geometry.

Summary:
Orbital gap ... 8.692 eV
Energy relative to the best compared isomer or geometry (same formula, charge and spin) ... 0.00 kJ/mol
Total charge ... +3

Atoms and positions in Å:
1 La 1.267020 0.885363 -0.571664
2 O 2.158379 -2.706658 0.824412
3 C 2.014607 -1.647015 0.401060
4 C 0.322825 3.364993 -1.474333
5 O -0.031360 4.390950 -1.857964
6 C 0.945270 -0.302767 -2.847900
7 O 0.814874 -0.830608 -3.866310
8 C 1.133274 1.461938 1.954813
9 O 1.002560 1.598549 3.095034
10 C 3.839665 0.646697 -0.615338
11 H 4.057524 0.452809 0.446117
12 H 3.932603 -0.233072 -1.270912
13 C 3.600034 1.907410 -1.100722
14 H 3.460093 2.108932 -2.172585
15 H 3.594127 2.795689 -0.453416
16 C -2.211841 -2.352186 -0.330623
17 P -1.936466 -0.818097 0.553779
18 C -3.131320 0.441813 0.174898
19 C -1.846544 -1.178368 2.292208
20 O -0.554013 -0.293840 0.082741
21 H -3.062800 -2.891369 0.117471
22 H -1.303784 -2.972186 -0.247750
23 H -2.433720 -2.174212 -1.395676
24 H -4.130214 0.133110 0.492289
25 H -2.869296 1.372174 0.704503
26 H -3.148115 0.634357 -0.911267
27 H -1.040818 -1.902829 2.461256
28 H -1.646949 -0.277286 2.881435
29 H -2.795613 -1.614291 2.634445

Cartesian forces (eV/Å) of the 2 atoms listed first:
La -3.328 -0.386 0.404
O -0.574 4.102 -1.636

---

The following is a DFT calculation (ωB97M-V/def2-TZVPD) of a molecular structure, C36H40BrN11O2S2Yb in a non-equilibrium geometry.

Summary:
<S²> ... 0.751
Multiplicity ... 2
Orbital gap (spin up / spin down) ... 7.401 / 7.389 eV
Energy relative to the best compared isomer or geometry (same formula, charge and spin) ... 362.58 kJ/mol
Total charge ... +1

Atoms and positions in Å:
1 Yb 0.898034 0.022759 -0.327041
2 C -1.764444 2.369758 -0.172363
3 N -0.492645 2.117671 0.504265
4 C 0.230180 3.338169 0.845986
5 C 0.824012 4.092998 -0.297580
6 N 1.090062 3.720829 -1.542215
7 C 1.712595 4.798502 -2.187780
8 C 2.186052 4.920941 -3.485474
9 C 2.774507 6.125255 -3.820014
10 C 2.891437 7.168561 -2.892040
11 C 2.414877 7.048400 -1.601228
12 C 1.815636 5.840349 -1.269292
13 N 1.244122 5.366016 -0.105735
14 C -2.150943 1.223314 -1.051473
15 N -1.320606 0.307300 -1.470404
16 C -2.023283 -0.442469 -2.409449
17 C -1.605105 -1.482957 -3.235148
18 C -2.540950 -2.047017 -4.080057
19 C -3.861956 -1.584514 -4.121727
20 C -4.282292 -0.525786 -3.339969
21 C -3.337687 0.040619 -2.494409
22 N -3.378618 1.108550 -1.615970
23 H -1.638935 3.233396 -0.833113
24 H -2.569053 2.606994 0.533142
25 H -0.669384 1.656504 1.396855
26 H 1.051031 3.044345 1.499641
27 H -0.402411 4.034525 1.413302
28 H 2.091171 4.102393 -4.184644
29 H 3.159609 6.267787 -4.820419
30 H 3.371441 8.089725 -3.193504
31 H 2.510144 7.849894 -0.880723
32 H 1.164062 5.868487 0.761593
33 H -0.574612 -1.800700 -3.238195
34 H -2.246913 -2.860200 -4.730712
35 H -4.562942 -2.054663 -4.798320
36 H -5.297755 -0.154533 -3.391187
37 H -4.168016 1.708397 -1.454635
38 N 3.931383 1.741855 -1.258797
39 C 3.087781 0.977900 -0.575281
40 S 0.751336 2.252800 -2.364409
41 N 2.584768 1.504677 0.537051
42 N 2.027809 0.670118 1.433395
43 C 2.671901 -0.442579 1.682769
44 C 2.160054 -1.410745 2.656244
45 C 2.961674 -2.470771 3.082126
46 C 2.475549 -3.340520 4.040367
47 C 1.209015 -3.126760 4.559206
48 C 0.484974 -2.048159 4.071607
49 N 0.933348 -1.213015 3.148532
50 H 4.132406 1.518695 -2.215833
51 H 4.263405 2.626628 -0.904375
52 H 3.683231 -0.583809 1.311249
53 H 3.951470 -2.604258 2.664462
54 H 3.079611 -4.168824 4.386225
55 H 0.793190 -3.776484 5.317120
56 H -0.517306 -1.843547 4.441329
57 C -3.668821 -2.574295 0.032163
58 C -2.869038 -2.546256 1.346690
59 C -2.100039 -3.865968 1.531201
60 C -3.805637 -2.290421 2.534004
61 C -1.889980 -1.467462 1.241362
62 N -1.128739 -0.628999 1.062753
63 H -4.373246 -3.405686 0.059902
64 H -3.011341 -2.700799 -0.829924
65 H -4.231372 -1.649163 -0.103418
66 H -2.799433 -4.700183 1.476576
67 H -1.598724 -3.893208 2.497864
68 H -1.339967 -3.983579 0.759423
69 H -4.525283 -3.106421 2.597354
70 H -4.353173 -1.355846 2.409139
71 H -3.251997 -2.249325 3.472320
72 Br 3.087781 -5.503923 -5.165656
73 C 1.821990 -5.043472 -3.839079
74 C 0.728595 -5.866605 -3.598487
75 N -0.185155 -5.580845 -2.679609
76 C -0.034561 -4.478462 -1.957960
77 C 1.025860 -3.597783 -2.131342
78 C 1.971499 -3.880585 -3.108572
79 C 1.101973 -2.317337 -1.366571
80 O 1.494044 -1.278593 -1.973643
81 O 0.748695 -2.268505 -0.158030
82 H 0.583895 -6.779234 -4.164490
83 H -0.804567 -4.279029 -1.220949
84 H 2.795754 -3.202743 -3.284611
85 C -0.926477 1.480638 5.320224
86 S 0.007733 2.351225 4.038030
87 C 1.671882 1.900329 4.575713
88 H -0.623641 0.434716 5.324396
89 H -1.982750 1.565538 5.075342
90 H -0.739324 1.933577 6.291714
91 H 1.833456 2.257679 5.590811
92 H 2.383240 2.370024 3.899796
93 H 1.780853 0.818217 4.522602

Cartesian forces (eV/Å) of the 2 atoms listed first:
Yb -2.130 1.299 -1.520
C 0.003 -0.054 -0.039

---

The following is a DFT calculation (ωB97M-V/def2-TZVPD) of a molecular structure, C2H8N2O5PS2 in a non-equilibrium geometry.

Summary:
Orbital gap ... 8.047 eV
Energy relative to the best compared isomer or geometry (same formula, charge and spin) ... 0.00 kJ/mol
Total charge ... -1

Atoms and positions in Å:
1 C -2.005649 0.491571 1.534866
2 C -0.733878 0.961563 2.223995
3 S 0.563309 1.402567 1.088239
4 O 1.789644 1.439639 1.818779
5 O 0.147182 2.651486 0.523303
6 N 0.418309 0.198216 0.046745
7 S 1.749101 -0.308204 -0.638276
8 O 2.634601 -1.044332 0.201227
9 O 2.380849 0.630531 -1.519797
10 P 1.006201 -1.795318 -2.030995
11 N 0.239608 -0.717861 -3.102376
12 O -0.277413 -2.398475 -1.227719
13 H -2.703933 1.312436 1.438577
14 H -2.454102 -0.305104 2.113916
15 H -1.799790 0.097883 0.550468
16 H -0.903817 1.854546 2.807542
17 H -0.329100 0.174258 2.846876
18 H -0.331688 -1.190556 -3.790102
19 H 0.917433 -0.092796 -3.522711
20 H -0.306867 -3.362049 -1.362559

Cartesian forces (eV/Å) of the 2 atoms listed first:
C -0.029 0.199 0.110
C 0.037 -0.408 -0.207

---

The following is a DFT calculation (ωB97M-V/def2-TZVPD) of a single C6H12O molecule.

Summary:
Orbital gap ... 10.319 eV
SMILES ... CC[C@@]1(C)C[C@H]1O
Energy relative to the best compared isomer or geometry (same formula, charge and spin) ... 106.66 kJ/mol

Atoms and positions in Å:
1 C 1.959481 0.555675 -0.401884
2 C 1.075320 -0.230770 0.569271
3 C -0.366404 -0.387919 0.107037
4 C -0.615377 -1.436060 -0.960941
5 C -1.476295 -0.203940 1.119275
6 C -1.236246 0.845445 0.086228
7 O -0.746225 2.059189 0.582176
8 H 1.596724 1.583173 -0.511513
9 H 1.989060 0.102269 -1.398940
10 H 2.988453 0.616900 -0.031363
11 H 1.091865 0.271194 1.542103
12 H 1.506370 -1.229470 0.724387
13 H -0.085434 -1.218570 -1.896000
14 H -0.290749 -2.423938 -0.610173
15 H -1.684293 -1.510502 -1.193667
16 H -1.200629 0.067293 2.134720
17 H -2.366037 -0.822912 1.035187
18 H -1.955686 0.942709 -0.729852
19 H -0.242183 2.484906 -0.122468

Cartesian forces (eV/Å) of the 2 atoms listed first:
C 0.008 0.013 -0.069
C -0.005 -0.012 0.082

---

The following is a DFT calculation (ωB97M-V/def2-TZVPD) of 9 unconnected molecules or ions with the total composition C25H62N11O8S in a non-equilibrium geometry.

Summary:
Orbital gap ... 5.182 eV
Total charge ... +1

Atoms and positions in Å:
1 N -3.000344 -1.418047 -2.174852
2 C -2.067626 -2.145283 -1.362399
3 N -1.814679 -3.418758 -1.715906
4 N -1.451410 -1.435403 -0.269543
5 S -1.754297 -2.187514 1.279938
6 H -2.470727 -0.571035 -2.459105
7 H -3.179024 -1.917651 -3.062504
8 H -1.892681 -4.207078 -1.058004
9 H -1.466934 -3.548812 -2.675778
10 H -0.427328 -1.397119 -0.446893
11 H -1.231984 -1.278663 2.199587
12 C 1.638346 -0.217356 1.608626
13 O 2.201824 -0.791971 0.686404
14 N 2.191753 0.725069 2.399116
15 C 1.454381 1.361042 3.475667
16 C 3.570873 1.112721 2.161338
17 H 0.591392 -0.438316 1.869627
18 H 1.417199 2.433390 3.293395
19 H 1.969299 1.166752 4.420233
20 H 0.437384 0.973359 3.535877
21 H 3.664354 1.496420 1.143459
22 H 4.211960 0.234412 2.264292
23 H 3.881358 1.878089 2.871466
24 C 1.002983 -6.101730 -0.440288
25 O 1.269151 -7.281434 -0.394548
26 N 1.907643 -5.093941 -0.564328
27 C 1.506098 -3.703948 -0.611182
28 C 3.320623 -5.423699 -0.652035
29 H -0.039975 -5.739849 -0.381462
30 H 1.837863 -3.268033 -1.559031
31 H 1.971368 -3.170136 0.219294
32 H 0.422290 -3.609912 -0.533754
33 H 3.485549 -6.065045 -1.518807
34 H 3.616560 -5.968294 0.247335
35 H 3.919796 -4.517797 -0.746641
36 C -1.328103 4.167572 2.468859
37 O -0.489116 3.444701 2.979022
38 N -1.107175 4.999280 1.420761
39 C -2.154656 5.832417 0.864587
40 C 0.222029 5.055869 0.838972
41 H -2.366197 4.200151 2.835437
42 H -2.297414 5.572694 -0.187089
43 H -1.857760 6.880441 0.944182
44 H -3.093387 5.685636 1.399287
45 H 0.500683 4.062138 0.479951
46 H 0.937731 5.363390 1.604799
47 H 0.245678 5.763879 0.011193
48 C -6.912433 -0.016682 1.393618
49 O -6.042002 0.185394 2.217963
50 N -6.715953 -0.578010 0.170483
51 C -7.800433 -0.791799 -0.770237
52 C -5.376897 -0.976000 -0.205103
53 H -7.964294 0.250121 1.582647
54 H -7.872856 -1.859171 -0.992108
55 H -7.587907 -0.242162 -1.688228
56 H -8.748972 -0.447145 -0.356852
57 H -5.005779 -1.712294 0.514116
58 H -4.721869 -0.100933 -0.179637
59 H -5.374060 -1.407024 -1.205377
60 C -8.347659 0.762531 -3.985853
61 O -7.694724 -0.251391 -3.809310
62 N -7.853381 1.944897 -4.434454
63 C -8.694972 3.111311 -4.620068
64 C -6.438867 2.043165 -4.737436
65 H -9.430311 0.795994 -3.786654
66 H -8.652753 3.419532 -5.667068
67 H -8.327776 3.921685 -3.986286
68 H -9.728897 2.890854 -4.354400
69 H -6.184886 1.314576 -5.510824
70 H -5.861397 1.813886 -3.838294
71 H -6.192471 3.046121 -5.084512
72 C 3.651400 -4.934286 -3.937568
73 O 4.299188 -5.941073 -3.744817
74 N 4.151848 -3.750680 -4.383573
75 C 3.313080 -2.588469 -4.590347
76 C 5.573502 -3.651158 -4.660917
77 H 2.562904 -4.902650 -3.758050
78 H 3.373888 -2.284877 -5.638112
79 H 3.666800 -1.773542 -3.953620
80 H 2.273946 -2.810436 -4.342631
81 H 5.843126 -4.382848 -5.425250
82 H 6.134252 -3.875103 -3.750657
83 H 5.824735 -2.649273 -5.008397
84 C 5.907968 -0.099168 -0.273268
85 O 6.094660 1.096636 -0.149883
86 N 6.881260 -1.048350 -0.301757
87 C 6.577933 -2.456612 -0.452734
88 C 8.267411 -0.635791 -0.176751
89 H 4.893039 -0.518590 -0.375831
90 H 6.954506 -2.999371 0.417526
91 H 7.065104 -2.833088 -1.355754
92 H 5.501771 -2.615320 -0.534424
93 H 8.403626 -0.114466 0.773180
94 H 8.513309 0.050933 -0.989624
95 H 8.927772 -1.501744 -0.216945
96 C 1.832190 4.842683 5.520642
97 O 2.722400 5.535171 5.066448
98 N 1.742898 4.421758 6.810814
99 C 0.647240 3.596144 7.275964
100 C 2.778326 4.812856 7.749450
101 H 0.996697 4.491380 4.893320
102 H 0.117718 4.120909 8.074793
103 H 1.046894 2.654570 7.660945
104 H -0.050277 3.383269 6.464826
105 H 2.819972 5.902742 7.806137
106 H 3.743705 4.445174 7.394530
107 H 2.571408 4.402617 8.737656

Cartesian forces (eV/Å) of the 2 atoms listed first:
N 4.844 -1.126 0.150
C -1.465 1.331 -0.792